(1)
The following is a DFT calculation (the ωB97M-V functional and the def2-TZVPD basis) of 6 unconnected molecules or ions with the total composition C31H49BN2O17S2 at a distorted geometry.

```
102
Properties=species:S:1:pos:R:3:forces:R:3:lowdin_charge:R:1
O 5.337 1.729 -0.918 -0.54 0.50 -0.29 -0.26
S 3.974 1.291 -0.818 0.97 -1.25 0.29 0.67
O 3.800 -0.103 -0.508 -0.26 0.41 -0.02 -0.27
O 3.224 1.577 -2.214 0.24 0.47 0.66 -0.18
C 1.955 2.237 -2.109 -0.90 -0.12 0.24 -0.13
C 1.018 1.601 -1.062 -0.06 1.22 0.17 -0.48
O 0.936 0.214 -1.275 0.11 -0.13 0.09 0.01
C -0.359 2.314 -1.224 -0.38 -0.38 -0.42 -0.11
C -1.569 1.383 -1.030 0.66 -0.18 -0.14 -0.19
C -1.655 0.698 0.333 -0.18 0.66 -0.04 -0.23
C -2.243 1.551 1.467 0.25 -0.16 0.02 -0.43
S -3.745 2.491 1.041 -0.07 0.37 0.42 0.99
C -3.108 4.034 0.498 -0.10 -0.82 -0.72 -0.69
N -3.161 4.410 -0.738 0.04 0.22 0.23 0.06
N -2.628 5.690 -0.781 0.00 -0.03 0.00 0.06
C -2.280 5.971 0.420 -0.10 0.11 -0.56 -0.20
O -2.545 4.979 1.300 0.08 0.12 0.20 0.02
C 1.584 1.846 0.366 0.61 -0.81 -0.44 -0.07
C 3.083 2.247 0.396 -0.56 0.58 -0.25 -0.32
C 3.334 3.770 0.265 0.11 -0.16 0.15 -0.06
B 3.901 4.444 1.589 0.39 0.15 -0.18 -0.59
O 4.780 5.513 1.462 -0.50 -0.34 0.00 0.15
O 3.545 3.977 2.851 -0.09 0.54 -0.42 0.15
H 1.468 2.159 -3.080 0.30 -0.13 -0.15 0.14
H 2.053 3.300 -1.879 0.25 -0.03 -0.15 0.13
H 0.861 0.050 -2.220 -0.09 -0.09 -0.08 0.11
H -0.426 2.682 -2.256 -0.05 0.10 0.07 0.12
H -0.453 3.201 -0.592 0.23 -0.01 0.10 0.11
H -1.479 0.592 -1.774 -0.12 -0.04 -0.01 0.10
H -2.470 1.940 -1.285 -0.08 -0.04 0.13 0.08
H -2.222 -0.222 0.231 -0.12 -0.02 0.02 0.09
H -0.655 0.395 0.641 -0.05 -0.19 0.05 0.10
H -1.524 2.236 1.919 0.00 0.08 -0.13 0.07
H -2.555 0.883 2.272 -0.09 0.11 0.05 0.07
H -1.840 6.912 0.702 0.07 -0.16 0.49 0.13
H 1.013 2.630 0.855 -0.02 -0.04 0.20 0.12
H 1.486 0.901 0.900 -0.18 0.12 0.13 0.13
H 3.524 1.918 1.337 0.05 -0.29 -0.08 0.13
H 4.001 4.023 -0.561 0.02 -0.06 0.00 0.12
H 2.382 4.276 0.054 0.03 -0.01 -0.05 0.12
H 4.328 6.361 1.464 0.28 0.19 0.13 0.11
H 2.633 4.226 3.032 -0.08 -0.43 0.28 0.11
O -1.649 -2.428 -0.291 0.09 0.13 -0.11 0.11
C -2.009 -2.726 -1.396 -0.19 -0.31 0.28 -0.48
O -2.218 -1.799 -2.365 0.10 0.09 -0.02 0.01
C -2.746 -2.436 -3.546 -0.09 -0.11 -0.16 -0.14
C -2.320 -3.893 -3.433 0.02 -0.04 -0.04 -0.14
C -2.320 -4.103 -1.923 0.25 -0.09 -0.43 -0.07
H -3.831 -2.314 -3.544 0.00 0.00 0.06 0.13
H -2.337 -1.939 -4.423 0.03 0.12 0.09 0.12
H -2.972 -4.573 -3.977 -0.07 0.06 0.02 0.12
H -1.307 -4.018 -3.817 -0.01 -0.03 0.01 0.10
H -3.300 -4.398 -1.552 -0.02 0.02 0.08 0.10
H -1.563 -4.814 -1.604 -0.05 0.01 0.13 0.12
O 0.619 -5.175 -2.806 0.13 -0.08 0.03 0.10
C 1.525 -4.492 -2.413 -0.21 0.12 0.05 -0.48
O 2.469 -4.944 -1.568 -0.02 0.03 -0.05 0.04
C 3.361 -3.868 -1.195 0.19 0.06 0.09 -0.13
C 3.233 -2.844 -2.309 -0.06 0.15 -0.12 -0.15
C 1.780 -3.031 -2.737 0.40 0.00 -0.07 -0.07
H 3.039 -3.474 -0.229 -0.07 0.03 -0.04 0.13
H 4.369 -4.257 -1.101 -0.08 -0.19 0.03 0.11
H 3.480 -1.836 -1.986 -0.06 -0.03 0.09 0.08
H 3.898 -3.111 -3.135 -0.02 -0.05 0.02 0.12
H 1.096 -2.422 -2.140 -0.04 -0.03 0.00 0.12
H 1.620 -2.843 -3.796 -0.21 -0.01 0.03 0.13
O -5.118 -3.524 -0.421 0.01 -0.05 -0.09 0.12
C -5.330 -4.363 0.406 -0.17 0.25 0.03 -0.48
O -5.207 -5.685 0.146 0.03 -0.02 0.00 0.03
C -5.616 -6.456 1.290 -0.02 -0.10 0.13 -0.15
C -5.478 -5.511 2.476 -0.03 0.10 0.06 -0.15
C -5.781 -4.157 1.837 0.24 -0.34 0.18 -0.07
H -6.647 -6.780 1.134 -0.01 0.02 0.00 0.13
H -4.979 -7.333 1.368 0.04 0.02 -0.14 0.13
H -6.132 -5.769 3.307 -0.04 -0.02 -0.05 0.12
H -4.450 -5.524 2.840 0.00 -0.02 0.00 0.12
H -6.848 -3.931 1.832 0.00 0.07 -0.01 0.13
H -5.233 -3.339 2.295 -0.11 0.14 -0.11 0.13
O 7.841 -5.650 -1.122 -0.12 0.03 0.09 0.13
C 7.815 -4.489 -1.400 0.18 -0.17 -0.18 -0.49
O 6.688 -3.739 -1.316 0.02 0.06 0.00 0.00
C 6.933 -2.407 -1.811 -0.02 0.18 0.03 -0.15
C 8.438 -2.214 -1.696 0.13 -0.06 -0.03 -0.15
C 8.958 -3.634 -1.914 -0.13 0.40 0.22 -0.07
H 6.584 -2.355 -2.845 0.02 -0.02 -0.01 0.13
H 6.366 -1.698 -1.212 -0.10 -0.11 0.02 0.12
H 8.828 -1.481 -2.400 -0.05 -0.01 -0.03 0.12
H 8.690 -1.880 -0.689 -0.02 0.02 -0.01 0.12
H 9.108 -3.859 -2.971 0.04 -0.07 0.01 0.13
H 9.868 -3.843 -1.360 0.03 -0.18 -0.11 0.12
O -6.214 3.874 6.281 -0.09 0.00 -0.09 0.13
C -5.629 4.681 5.623 0.13 -0.14 0.20 -0.49
O -5.790 4.794 4.282 -0.03 0.06 -0.02 0.03
C -4.886 5.777 3.753 0.05 0.11 -0.04 -0.16
C -4.535 6.674 4.933 0.05 0.01 0.12 -0.15
C -4.606 5.695 6.102 -0.12 0.34 -0.28 -0.08
H -4.014 5.262 3.349 0.01 -0.03 0.03 0.11
H -5.381 6.316 2.948 -0.10 -0.13 -0.02 0.13
H -3.571 7.170 4.823 0.01 -0.05 -0.03 0.11
H -5.298 7.445 5.053 0.01 0.00 -0.02 0.12
H -3.659 5.177 6.264 -0.01 -0.03 0.07 0.13
H -4.933 6.159 7.027 0.06 -0.17 0.11 0.12
```
Forces are in eV/Å.

Its SMILES is O=S1(=O)OC[C@](O)(CCCCSc2nnco2)C[C@@H]1CB(O)O.O=C1CCCO1.O=C1CCCO1.O=C1CCCO1.O=C1CCCO1.O=C1CCCO1. The molecular weight comes out at 796.676 g/mol. As for the gap between HOMO and LUMO: 9.01 eV. The calculation puts the largest force on an atom at 0.031 Eh/bohr. The total energy is -93078.30714 eV.

---

(2)
The following is a DFT calculation (the ωB97M-V functional and the def2-TZVPD basis) of a molecular structure, C26H48ClOOsP at a distorted geometry.

```
78
Properties=species:S:1:pos:R:3:forces:R:3:lowdin_charge:R:1
Os 1.139 -0.066 -0.002 -3.05 -1.79 2.08 1.02
P 0.246 0.557 -2.119 0.75 0.95 -2.73 1.01
Cl 1.695 2.295 0.313 -0.11 -0.28 0.05 -0.03
C -3.064 -0.916 0.081 2.53 6.93 0.77 -0.04
H -3.004 -0.141 -0.698 -1.12 -0.26 0.27 0.04
H -2.159 -0.696 0.701 -0.31 -0.52 -0.41 0.06
C 2.056 0.862 -2.598 -1.54 0.72 -0.67 -0.49
C -0.655 2.230 -2.366 0.27 -0.22 0.59 -0.40
C 2.521 0.878 -4.051 0.00 0.03 0.46 -0.21
H 2.228 1.858 -2.176 0.21 -0.19 0.14 0.05
C 3.996 1.241 -4.034 0.95 -0.21 0.15 -0.17
H 2.348 -0.113 -4.482 0.31 0.26 -0.09 0.09
H 1.955 1.604 -4.648 0.17 -0.15 0.17 0.10
C 4.863 0.359 -3.067 -0.07 0.04 -0.81 -0.18
H 4.396 1.127 -5.051 0.10 0.18 0.23 0.11
H 4.119 2.296 -3.736 -0.13 -0.26 -0.14 0.12
C 4.286 0.190 -1.677 -0.33 -0.07 0.27 -0.19
H 4.941 -0.647 -3.505 0.13 0.18 -0.06 0.11
H 5.881 0.779 -3.000 -0.33 -0.20 -0.13 0.11
C 2.793 -0.174 -1.791 0.47 0.34 -0.13 -0.33
H 4.796 -0.608 -1.112 0.03 0.34 -0.23 0.12
H 4.366 1.120 -1.098 -0.05 -0.16 -0.06 0.11
H 2.658 -1.178 -2.215 0.04 0.25 0.30 0.12
H 2.621 -0.206 -0.627 1.63 -0.37 -0.28 -0.04
C -0.394 -0.532 -3.589 0.01 0.04 1.13 -0.37
C -2.171 2.114 -2.640 0.26 -0.22 -0.18 -0.20
H -0.514 2.661 -1.356 -0.12 0.01 -0.36 0.07
C -2.836 3.496 -2.670 0.14 0.22 0.10 -0.19
H -2.334 1.626 -3.612 -0.06 0.10 0.29 0.10
H -2.643 1.471 -1.884 0.05 0.25 -0.15 0.09
C -2.165 4.480 -3.649 -0.07 -0.18 0.02 -0.20
H -3.897 3.389 -2.928 0.17 0.01 0.12 0.11
H -2.782 3.927 -1.660 -0.08 -0.06 -0.12 0.12
C -0.651 4.556 -3.446 0.07 -0.14 0.27 -0.19
H -2.390 4.191 -4.686 0.07 -0.06 0.17 0.11
H -2.593 5.480 -3.509 0.00 -0.18 -0.06 0.11
C 0.020 3.172 -3.384 0.12 -0.09 -0.31 -0.20
H -0.187 5.138 -4.253 -0.08 -0.07 0.16 0.11
H -0.435 5.087 -2.507 -0.06 -0.09 -0.13 0.12
H -0.002 2.720 -4.390 -0.03 0.19 0.33 0.10
H 1.081 3.316 -3.140 -0.24 -0.06 0.02 0.10
C 0.414 -1.813 -3.875 0.09 -0.07 0.24 -0.21
H -1.381 -0.838 -3.194 0.13 -0.01 -0.26 0.10
C -0.465 -2.758 -4.703 0.03 0.10 -0.03 -0.19
H 1.301 -1.550 -4.471 -0.29 -0.19 0.19 0.10
H 0.782 -2.288 -2.955 -0.24 0.02 -0.25 0.09
C -0.838 -2.124 -6.050 -0.03 0.04 -0.01 -0.20
H 0.046 -3.713 -4.861 -0.08 0.08 0.01 0.11
H -1.384 -2.960 -4.136 0.10 -0.09 -0.04 0.11
C -1.430 -0.719 -5.882 -0.02 -0.04 0.17 -0.19
H 0.049 -2.072 -6.698 -0.06 0.01 0.17 0.11
H -1.563 -2.758 -6.569 0.08 0.01 0.00 0.11
C -0.589 0.162 -4.946 0.01 0.38 -0.12 -0.21
H -1.520 -0.222 -6.857 -0.01 -0.12 0.15 0.11
H -2.448 -0.800 -5.471 0.16 0.01 -0.05 0.12
H 0.396 0.335 -5.408 -0.34 -0.04 0.15 0.11
H -1.069 1.141 -4.848 0.16 -0.36 -0.12 0.07
C 0.404 -1.852 -0.427 -3.22 0.22 -0.04 -0.30
C -3.380 -2.203 -0.129 0.64 -7.08 -0.04 -0.17
H -0.486 -2.177 -1.088 1.57 0.93 0.17 0.06
C -3.109 -3.212 1.062 -0.58 1.58 -0.79 -0.17
H -2.953 -2.643 -1.056 0.07 0.23 0.09 0.08
C -1.914 -2.906 2.057 -0.96 0.27 0.27 -0.22
H -4.063 -3.129 1.592 0.19 -0.62 0.53 0.09
H -2.944 -4.214 0.642 -0.37 0.25 0.27 0.10
C -0.578 -3.524 1.687 -0.24 -0.52 0.07 -0.18
H -1.756 -1.860 2.361 -0.28 -0.02 -0.73 0.09
H -2.270 -3.314 3.027 0.39 -0.32 -0.51 0.11
C 0.489 -2.869 0.635 0.35 -1.23 2.30 -0.28
H -0.035 -3.665 2.626 0.36 0.77 -0.04 0.10
H -0.751 -4.611 1.529 -0.05 0.54 -0.99 0.10
H 1.212 -2.469 1.364 0.35 -0.83 -0.50 0.07
H 0.769 -3.807 0.131 0.84 0.29 0.07 0.10
C 0.175 0.535 2.903 0.20 0.63 0.21 -0.27
O 0.464 -0.388 1.915 0.59 -0.20 -1.85 -0.50
H 0.525 0.142 3.873 -0.17 0.19 -0.15 0.08
H -0.910 0.725 2.954 0.14 -0.01 0.10 0.07
H 0.688 1.484 2.684 -0.21 -0.01 0.38 0.01
```
Forces are in eV/Å.

Its spin multiplicity is 5. The molecular weight comes out at 633.326 g/mol. As for the gap between HOMO and LUMO (alpha / beta): 5.86 / 6.86 eV. The calculation puts the largest force on an atom at 0.144 Eh/bohr. The total energy is -54058.13155 eV.

---

(3)
The following is a DFT calculation (the ωB97M-V functional and the def2-TZVPD basis) of a molecular structure, C22H18IN6O6Ru at a distorted geometry.

```
54
Properties=species:S:1:pos:R:3:forces:R:3:nbo_charge:R:1
Ru -0.040 -0.056 -0.029 0.55 1.09 -0.69 1.24
C -1.116 3.112 1.880 0.04 0.08 -0.01 -0.67
C 0.166 2.951 1.146 -0.08 -0.12 -0.15 0.43
N 0.545 1.890 0.445 -0.19 0.01 0.23 -0.50
C 1.794 2.156 -0.069 -0.26 -0.27 0.00 -0.05
C 2.179 3.397 0.313 0.10 0.18 0.07 0.07
N 1.144 3.871 1.073 0.06 0.15 0.01 -0.46
C 3.378 4.274 0.112 -0.06 -0.04 0.00 0.76
O 4.381 3.780 -0.581 0.00 0.16 0.01 -0.63
O 3.346 5.366 0.605 0.10 0.00 -0.01 -0.53
C 2.419 1.118 -0.890 0.27 0.45 0.08 0.77
O 3.507 1.242 -1.379 0.05 -0.25 -0.21 -0.52
O 1.641 0.035 -1.063 -0.69 -0.57 1.05 -0.62
H -1.663 2.172 1.870 -0.02 -0.01 0.01 0.23
H -1.739 3.876 1.414 0.01 0.00 -0.03 0.27
H -0.947 3.415 2.913 0.02 -0.01 0.00 0.26
H 1.168 4.800 1.481 -0.01 -0.01 0.00 0.47
H 4.211 2.884 -0.939 -0.03 -0.04 0.03 0.52
O -1.821 -4.906 -6.175 -0.04 -0.07 0.01 -0.63
C -1.602 -3.637 -5.818 0.08 -0.07 0.15 0.77
O -1.721 -2.742 -6.599 -0.02 0.05 -0.10 -0.52
C -1.217 -3.337 -4.384 -0.10 -0.13 -0.02 -0.11
C -1.398 -4.209 -3.318 0.04 -0.08 0.01 -0.17
C -1.117 -3.811 -2.022 -0.10 -0.14 0.26 -0.21
C -0.652 -2.527 -1.773 -0.08 0.02 -0.26 0.17
C -0.427 -1.673 -2.847 0.17 0.23 0.10 -0.23
C -0.708 -2.069 -4.138 0.07 0.05 -0.04 -0.14
N -0.403 -2.018 -0.458 0.04 0.21 -1.09 -0.39
C -0.329 -2.766 0.555 0.12 -0.81 0.66 0.15
C -0.032 -2.165 1.850 -0.01 -0.10 0.22 0.12
C 0.150 -2.911 2.989 0.04 -0.24 0.17 -0.17
C 0.544 -2.275 4.164 -0.01 -0.06 0.04 -0.08
C 0.719 -0.903 4.164 -0.05 -0.02 -0.03 -0.21
C 0.488 -0.201 2.993 -0.08 0.26 0.07 0.10
N 0.114 -0.817 1.870 0.17 0.15 -1.28 -0.39
H -1.643 -5.557 -5.484 0.05 0.16 -0.04 0.49
H -1.778 -5.212 -3.468 -0.04 0.04 0.01 0.23
H -1.292 -4.514 -1.218 -0.08 0.01 -0.04 0.22
H 0.037 -0.710 -2.673 -0.02 0.01 -0.06 0.21
H -0.532 -1.417 -4.982 -0.03 0.04 0.03 0.26
H -0.416 -3.843 0.471 -0.05 -0.03 0.18 0.23
H 0.006 -3.982 2.946 0.05 0.02 0.06 0.26
H 0.722 -2.846 5.066 -0.03 -0.03 -0.03 0.27
H 1.034 -0.374 5.051 -0.01 0.01 -0.01 0.27
H 0.597 0.873 2.952 0.05 -0.02 -0.08 0.23
I -6.102 1.497 -0.485 0.07 -0.03 -0.02 0.30
C -4.132 1.188 -0.997 -0.15 0.06 0.01 -0.30
C -3.510 1.511 -2.183 -0.03 0.00 -0.01 -0.01
N -2.220 1.150 -2.073 0.08 0.10 -0.07 -0.30
N -1.969 0.601 -0.875 -0.09 -0.27 0.88 -0.36
C -3.128 0.621 -0.211 0.04 -0.03 -0.10 -0.03
H -3.902 1.963 -3.081 0.06 -0.02 -0.01 0.27
H -1.501 1.240 -2.774 0.00 -0.03 0.01 0.44
H -3.209 0.225 0.790 0.03 0.00 -0.01 0.23
```
Forces are in eV/Å.

Its spin multiplicity is 2. Its charge is +2. The molecular weight comes out at 690.396 g/mol. As for the gap between HOMO and LUMO (alpha / beta): 5.80 / 5.82 eV. The calculation puts the largest force on an atom at 0.027 Eh/bohr. The total energy is -55000.50220 eV.